{"formula": "C20H25ClN2O3S", "method": "ωB97M-V/def2-TZVPD", "relative_energy_ev": 1.1804, "smiles": "COc1ccc(S(=O)(=O)NC[C@H]2CCCN(Cc3ccccc3Cl)C2)cc1", "lumo_energy_ev": 0.575, "total_charge": 0, "homo_lumo_gap_ev": 8.92, "symbols": ["C", "O", "C", "C", "C", "C", "S", "O", "O", "N", "C", "C", "C", "C", "C", "N", "C", "C", "C", "C", "C", "C", "C", "Cl", "C", "C", "C", "H", "H", "H", "H", "H", "H", "H", "H", "H", "H", "H", "H", "H", "H", "H", "H", "H", "H", "H", "H", "H", "H", "H", "H", "H"], "coordinates": [[-0.5909, 1.8811, 4.5466], [-1.2720, 2.2289, 3.3604], [-1.5260, 1.2659, 2.4463], [-1.1426, -0.0689, 2.5683], [-1.5096, -0.9823, 1.5944], [-2.2317, -0.5678, 0.4952], [-2.8675, -1.7686, -0.6627], [-2.9541, -1.1853, -1.9717], [-4.0588, -2.3248, -0.0839], [-1.7232, -3.0004, -0.6375], [-0.8427, -3.1393, -1.7846], [0.4490, -2.3419, -1.5830], [1.5686, -2.8673, -2.4854], [2.8295, -2.0290, -2.2909], [2.5047, -0.5548, -2.5567], [1.4298, -0.0478, -1.7312], [1.7764, 0.2528, -0.3586], [1.2288, 1.5915, 0.0753], [0.4732, 2.3840, -0.7764], [0.0034, 3.6199, -0.3702], [0.2944, 4.0943, 0.8969], [1.0485, 3.3244, 1.7642], [1.4948, 2.0834, 1.3478], [2.4266, 1.1191, 2.4505], [0.2308, -0.8481, -1.8772], [-2.5941, 0.7606, 0.3472], [-2.2422, 1.6747, 1.3156], [-1.1482, 1.1364, 5.1227], [-0.5213, 2.8020, 5.1232], [0.4145, 1.5061, 4.3379], [-0.5729, -0.4067, 3.4189], [-1.2399, -2.0226, 1.6840], [-2.2029, -3.8494, -0.3839], [-0.6006, -4.1974, -1.9082], [-1.3555, -2.7875, -2.6872], [0.7538, -2.4628, -0.5375], [1.7747, -3.9162, -2.2590], [1.2475, -2.8043, -3.5280], [3.6164, -2.3627, -2.9691], [3.1926, -2.1452, -1.2671], [3.3883, 0.0690, -2.4045], [2.1902, -0.4432, -3.5998], [1.4125, -0.5106, 0.3463], [2.8664, 0.2869, -0.2555], [0.2713, 2.0126, -1.7678], [-0.5852, 4.2181, -1.0491], [-0.0614, 5.0616, 1.2165], [1.2882, 3.6816, 2.7532], [-0.5416, -0.4438, -1.2223], [-0.1192, -0.7422, -2.9089], [-3.1519, 1.0529, -0.5279], [-2.5190, 2.7129, 1.2348]]}

***

{"formula": "C20H25ClN2O5", "method": "ωB97M-V/def2-TZVPD", "relative_energy_ev": 1.3484, "smiles": "C[C@H]1CN(C(=O)CCC(=O)N2CCC3(CC2)OCCO3)c2cc(Cl)ccc2O1", "lumo_energy_ev": 0.635, "total_charge": 0, "homo_lumo_gap_ev": 8.71, "symbols": ["C", "C", "C", "N", "C", "O", "C", "C", "C", "O", "N", "C", "C", "C", "C", "C", "O", "C", "C", "O", "C", "C", "C", "Cl", "C", "C", "C", "O", "H", "H", "H", "H", "H", "H", "H", "H", "H", "H", "H", "H", "H", "H", "H", "H", "H", "H", "H", "H", "H", "H", "H", "H", "H"], "coordinates": [[1.2408, 4.5167, 4.5284], [1.8624, 3.4119, 3.6856], [0.9179, 2.9275, 2.5759], [1.5669, 1.8479, 1.8655], [1.0717, 0.5776, 1.7522], [1.7712, -0.3649, 1.4508], [-0.4177, 0.3999, 2.0260], [-0.8946, -0.8059, 1.2180], [-0.7632, -0.4693, -0.2641], [-0.4705, 0.6543, -0.6321], [-0.9646, -1.4766, -1.1420], [-1.4375, -2.8057, -0.8469], [-2.8628, -2.9827, -1.3764], [-2.8883, -2.7158, -2.8956], [-2.2962, -1.3352, -3.1874], [-0.9074, -1.2084, -2.5640], [-2.1600, -3.7049, -3.5954], [-3.0521, -4.7403, -3.9395], [-4.4537, -4.1085, -3.8038], [-4.2066, -2.7796, -3.4008], [2.8613, 2.1878, 1.4210], [3.4395, 1.5635, 0.3210], [4.6865, 1.9614, -0.1213], [5.3886, 1.1683, -1.4851], [5.3750, 2.9927, 0.4984], [4.7957, 3.6262, 1.5785], [3.5473, 3.2352, 2.0506], [3.0515, 3.9253, 3.1180], [0.9514, 5.3491, 3.8924], [0.3663, 4.1440, 5.0536], [1.9678, 4.8724, 5.2526], [2.1170, 2.5489, 4.3231], [-0.0157, 2.5972, 3.0229], [0.7185, 3.7564, 1.8865], [-0.9693, 1.2803, 1.7005], [-0.5794, 0.2283, 3.0927], [-0.2587, -1.6602, 1.4523], [-1.9330, -1.0421, 1.4570], [-1.4057, -3.0051, 0.2220], [-0.7841, -3.5224, -1.3583], [-3.2120, -3.9960, -1.1740], [-3.5422, -2.2762, -0.8977], [-2.9719, -0.5851, -2.7768], [-2.2370, -1.2018, -4.2667], [-0.5186, -0.1981, -2.6977], [-0.2325, -1.9302, -3.0335], [-2.9303, -5.5970, -3.2645], [-2.8255, -5.0536, -4.9607], [-4.9983, -4.0767, -4.7495], [-5.0606, -4.6324, -3.0548], [2.9092, 0.7720, -0.1802], [6.3455, 3.2947, 0.1398], [5.2983, 4.4354, 2.0832]]}

***

{"formula": "C20H25ClO2S", "method": "ωB97M-V/def2-TZVPD", "smiles": "C[C@]12CCC(=O)C(SCCl)=C1CC[C@@H]1C2=CC[C@]2(C)C(=O)CC[C@H]12", "lumo_energy_ev": 0.018, "total_charge": 0, "homo_lumo_gap_ev": 8.54, "symbols": ["C", "C", "C", "C", "C", "O", "C", "S", "C", "Cl", "C", "C", "C", "C", "C", "C", "C", "C", "C", "C", "O", "C", "C", "C", "H", "H", "H", "H", "H", "H", "H", "H", "H", "H", "H", "H", "H", "H", "H", "H", "H", "H", "H", "H", "H", "H", "H", "H", "H"], "coordinates": [[1.2859, -2.5055, -0.1561], [0.1778, -1.3978, -0.2772], [-1.2745, -1.8913, -0.0460], [-1.5894, -3.0312, -1.0856], [-1.3591, -2.4593, -2.4598], [-2.0875, -2.8015, -3.3257], [-0.4108, -1.3837, -2.7377], [-0.2860, -0.6574, -4.3471], [-0.0292, -2.1102, -5.3603], [0.1792, -1.5727, -6.9898], [0.3815, -0.8163, -1.6975], [1.3927, 0.2751, -1.9687], [1.0508, 1.4242, -1.0509], [1.0458, 1.1638, 0.3896], [0.6357, -0.3818, 0.7180], [0.6212, -0.6489, 2.0831], [0.9447, 0.4508, 3.0590], [0.2640, 1.7850, 2.7037], [0.9843, 2.8859, 3.4245], [-1.1702, 1.9690, 3.1609], [-1.8706, 1.4250, 4.0400], [-2.0811, 2.4243, 2.0144], [-1.2026, 2.1461, 0.8360], [0.2189, 2.1340, 1.2120], [1.1919, -3.1175, 0.7851], [1.4266, -3.1551, -1.0494], [2.2678, -1.9328, 0.0214], [-1.9544, -1.0685, -0.2602], [-1.4908, -2.2727, 1.0075], [-0.9603, -3.8763, -0.8583], [-2.6391, -3.3012, -1.0385], [0.7806, -2.7683, -4.9642], [-1.1034, -2.5057, -5.3341], [1.3301, 0.6053, -3.0161], [2.4324, -0.0158, -1.6727], [1.7292, 2.2826, -1.2190], [0.0887, 1.8383, -1.4056], [2.0758, 1.3546, 0.6598], [0.2345, -1.5383, 2.4827], [0.6585, 0.1034, 4.0585], [1.9881, 0.6064, 2.9875], [1.0525, 2.6441, 4.4846], [0.4206, 3.8765, 3.4456], [2.0249, 2.9997, 3.0047], [-3.1048, 2.0321, 2.0337], [-2.2430, 3.5625, 2.1659], [-1.2415, 2.9103, 0.1557], [-1.4798, 1.1939, 0.3539], [0.6930, 3.1172, 1.0327]]}

***

{"formula": "C20H25F15O10", "method": "ωB97M-V/def2-TZVPD", "relative_energy_ev": 1.1829, "lumo_energy_ev": [-5.894, -10.394], "total_charge": 1, "multiplicity": 2, "homo_lumo_gap_ev": [7.01, 2.51], "symbols": ["C", "C", "O", "C", "O", "C", "F", "F", "F", "H", "H", "H", "H", "H", "C", "C", "O", "C", "O", "C", "F", "F", "F", "H", "H", "H", "H", "H", "C", "C", "O", "C", "O", "C", "F", "F", "F", "H", "H", "H", "H", "H", "C", "C", "O", "C", "O", "C", "F", "F", "F", "H", "H", "H", "H", "H", "C", "C", "O", "C", "O", "C", "F", "F", "F", "H", "H", "H", "H", "H"], "coordinates": [[-0.4171, 0.7564, -0.6203], [-0.8119, -0.2365, -1.8192], [-0.5268, -1.5872, -1.4543], [0.6859, -2.2016, -1.6034], [1.6892, -1.6276, -2.0949], [0.8547, -3.7051, -1.0968], [1.4902, -3.8303, 0.0120], [-0.3254, -4.2531, -0.7558], [1.3555, -4.3744, -2.1229], [0.6126, 0.7551, -0.2627], [-1.0504, 0.5973, 0.2525], [-0.6758, 1.7658, -0.9399], [-0.2891, 0.0111, -2.7430], [-1.8679, -0.2430, -2.0896], [-2.5852, 3.9075, -1.9605], [-3.1349, 5.3309, -1.5959], [-4.4475, 5.1597, -1.0486], [-5.5385, 4.8432, -1.7650], [-5.6430, 4.8813, -2.9913], [-6.8063, 4.5703, -0.9114], [-7.1847, 3.2909, -1.0925], [-6.5409, 4.7712, 0.3886], [-7.8385, 5.3258, -1.3416], [-2.5070, 3.3392, -1.0337], [-1.5737, 4.0690, -2.3330], [-3.0632, 3.2933, -2.7237], [-3.1130, 6.0406, -2.4228], [-2.4610, 5.6856, -0.8160], [2.6807, -6.0570, 3.1241], [3.9860, -5.8718, 3.8701], [5.1732, -5.9421, 3.0772], [5.7640, -7.2177, 2.8625], [5.2338, -8.2386, 3.3555], [6.9827, -7.2570, 1.9616], [8.0645, -7.1169, 2.6869], [7.0660, -8.3347, 1.2618], [6.9576, -6.2682, 1.0748], [2.6015, -7.0854, 2.7716], [2.6020, -5.2750, 2.3688], [1.9288, -6.1091, 3.9115], [3.9779, -6.4922, 4.7663], [4.0526, -4.8611, 4.2727], [0.5020, 6.8118, -4.2311], [1.7220, 6.1583, -3.6246], [1.4860, 4.8105, -3.5456], [1.8776, 3.9371, -4.4808], [2.5554, 4.2001, -5.4962], [1.3407, 2.4751, -4.2428], [0.4017, 2.3888, -3.4232], [0.9816, 1.9124, -5.4647], [2.4107, 1.7261, -3.7687], [0.5479, 7.9008, -4.2175], [-0.4771, 6.5732, -3.8158], [0.3540, 6.6317, -5.2959], [1.8763, 6.5853, -2.6336], [2.6398, 6.4289, -4.1466], [-3.2768, -1.1727, 5.2745], [-2.9871, -2.3582, 4.3245], [-1.5241, -2.3202, 4.0123], [-0.9970, -1.3244, 3.1676], [-1.6497, -0.6060, 2.3797], [0.5470, -1.4930, 3.1291], [1.0978, -1.7861, 4.2980], [0.8316, -2.4855, 2.2648], [1.1635, -0.4387, 2.5487], [-4.3162, -1.3676, 5.5389], [-3.1260, -0.2012, 4.8037], [-2.6346, -1.3550, 6.1361], [-3.5864, -2.4699, 3.4210], [-3.1182, -3.3699, 4.7084]]}

***

Number 1: total energy -1970.71628 Eh, strongest force on any atom 0.0207 hartree/bohr. Number 2: total energy -1723.06225 Eh, strongest force on any atom 0.0131 hartree/bohr. Number 3: total energy -1785.85637 Eh, strongest force on any atom 0.1267 hartree/bohr. Number 4: total energy -3027.05356 Eh, strongest force on any atom 0.1214 hartree/bohr.